Arrangement w

Below is 2 unconnected molecules or ions with the total composition C6H8OS2, with properties calculated with wB97M-V/def2-TZVPD.

**HOMO**: -0.3405 hartree
**E_LUMO**: 0.5535 eV
**SMILES**: c1ccsc1.O=CCS

```
! RIJCOSX wB97M-V def2-TZVPD def2/J DEFGRID3
* xyz 0 1
C -2.7460 0.5031 0.6367
C -1.4227 0.7911 0.1216
C -1.1022 -0.0332 -0.8936
S -2.3604 -1.1154 -1.2660
C -3.3846 -0.4861 -0.0355
H -3.2965 0.8724 1.4461
H -0.9127 1.6316 0.4332
H -0.0697 -0.0309 -1.3502
H -4.3605 -0.8309 0.2544
O 3.0340 -2.1913 -0.0795
C 2.2593 -1.3258 -0.0027
C 2.4483 0.0479 0.5630
S 2.2440 1.2888 -0.7903
H 1.2066 -1.4039 -0.5427
H 3.3481 0.4046 1.1663
H 1.6302 0.2568 1.2260
H 3.4850 1.6209 -0.8867
*
```

In elementary charge units, the Löwdin charges are: atom 1 (C): -0.190, atom 2 (C): -0.190, atom 3 (C): -0.479, atom 4 (S): 0.972, atom 5 (C): -0.422, atom 6 (H): 0.081, atom 7 (H): 0.072, atom 8 (H): 0.036, atom 9 (H): 0.068, atom 10 (O): 0.091, atom 11 (C): -0.391, atom 12 (C): -0.475, atom 13 (S): 0.732, atom 14 (H): 0.121, atom 15 (H): 0.106, atom 16 (H): 0.048, atom 17 (H): -0.180

***

Arrangement x

Below is a single C6H8OS2 molecule, with properties calculated with wB97M-V/def2-TZVPD.

**HOMO**: -0.3280 hartree
**E_LUMO**: 0.0472 eV
**SMILES**: C#CC(C)(C)OC(=S)S

```
! RIJCOSX wB97M-V def2-TZVPD def2/J DEFGRID3
* xyz 0 1
C 2.2438 -1.8807 0.1164
C 1.4061 -1.0307 -0.1098
C 0.3357 -0.0374 -0.0885
C 0.6018 0.9186 -1.3269
C 0.5687 0.7902 1.1965
O -0.9196 -0.7191 -0.1504
C -2.0725 -0.0509 -0.1005
S -2.3875 1.5266 -0.0432
S -3.5095 -1.1170 -0.0308
H 3.1163 -2.4207 0.3368
H 1.0366 0.2977 -2.2111
H 1.2707 1.6586 -1.1035
H -0.2656 1.3581 -1.5593
H 0.3767 0.0211 1.9385
H -0.3080 1.5785 1.1966
H 1.5767 1.3521 1.3014
H -3.0703 -2.2451 0.6381
*
```

In elementary charge units, the Löwdin charges are: atom 1 (C): 0.157, atom 2 (C): -0.079, atom 3 (C): -0.561, atom 4 (C): -0.007, atom 5 (C): -0.044, atom 6 (O): -0.099, atom 7 (C): -1.206, atom 8 (S): 0.732, atom 9 (S): 0.748, atom 10 (H): 0.022, atom 11 (H): 0.131, atom 12 (H): 0.053, atom 13 (H): -0.014, atom 14 (H): 0.083, atom 15 (H): 0.054, atom 16 (H): 0.130, atom 17 (H): -0.100

***

Quick one: most stable of them? arrangement w